{
  "formula": "C21H60O9",
  "method": "the ωB97M-V functional and the def2-TZVPD basis",
  "species": ["C", "C", "C", "O", "H", "H", "H", "H", "H", "H", "H", "H", "C", "C", "C", "O", "H", "H", "H", "H", "H", "H", "H", "H", "C", "C", "C", "O", "H", "H", "H", "H", "H", "H", "H", "H", "C", "C", "O", "H", "H", "H", "H", "H", "H", "C", "C", "O", "H", "H", "H", "H", "H", "H", "C", "C", "O", "H", "H", "H", "H", "H", "H", "C", "C", "O", "H", "H", "H", "H", "H", "H", "C", "C", "O", "H", "H", "H", "H", "H", "H", "C", "C", "O", "H", "H", "H", "H", "H", "H"],
  "coordinates": [[18.08429, -18.29782, -20.07317], [17.25310, -17.76350, -18.90134], [17.38889, -18.50945, -17.57101], [17.57429, -16.38716, -18.72476], [19.16774, -18.25203, -19.96254], [17.76437, -17.70801, -20.93729], [17.81694, -19.31924, -20.35962], [16.21561, -17.82353, -19.23940], [17.43767, -19.57652, -17.81002], [16.41867, -18.35835, -17.09418], [18.23234, -18.22485, -16.95183], [18.41145, -16.13760, -19.11527], [19.31104, -20.01042, -12.80585], [18.72790, -18.65735, -13.14201], [18.98397, -17.59050, -12.10633], [19.24722, -18.28957, -14.42562], [18.79637, -20.39305, -11.90569], [20.34399, -19.96959, -12.44846], [19.10924, -20.80153, -13.52351], [17.65154, -18.81744, -13.25023], [18.68725, -18.03168, -11.14044], [18.33382, -16.71782, -12.12985], [20.04022, -17.37388, -11.94218], [20.20794, -18.28140, -14.44981], [19.39866, -21.36668, -8.50479], [19.47336, -22.56015, -9.46925], [20.36502, -23.65155, -8.87266], [18.15941, -23.05017, -9.61854], [20.35004, -20.83615, -8.41727], [19.25267, -21.74614, -7.49051], [18.62900, -20.67588, -8.84298], [19.91059, -22.13465, -10.37966], [20.46371, -24.47236, -9.58725], [19.96066, -24.11825, -7.96804], [21.31950, -23.27937, -8.49062], [18.12052, -23.67881, -10.34614], [23.36366, -16.91926, -15.39713], [23.95988, -18.19291, -15.98342], [23.71256, -19.22371, -15.03111], [22.27853, -17.04902, -15.47521], [23.64714, -16.01689, -15.93756], [23.52505, -16.73500, -14.33541], [25.03461, -18.04146, -16.11904], [23.45074, -18.43825, -16.91643], [24.07369, -20.05938, -15.33941], [15.71635, -19.04776, -10.65787], [15.30541, -17.68486, -10.13496], [13.90091, -17.57885, -9.94200], [16.75487, -19.26220, -10.38408], [15.77186, -19.10923, -11.75159], [15.05815, -19.85464, -10.34024], [15.66457, -16.92101, -10.83340], [15.76783, -17.56773, -9.14563], [13.55830, -16.91934, -10.55038], [21.28450, -13.92757, -12.44064], [21.63147, -13.27385, -11.11308], [21.11589, -14.00852, -9.99983], [21.64259, -14.95805, -12.41714], [21.68093, -13.38451, -13.30005], [20.21874, -14.00599, -12.67515], [21.42824, -12.20300, -11.09230], [22.72369, -13.34893, -11.04628], [21.88292, -14.43540, -9.61787], [18.76006, -16.92118, -7.59034], [20.03300, -16.34048, -8.16935], [21.09125, -16.45921, -7.18824], [18.53201, -16.44788, -6.63439], [18.82752, -17.96846, -7.26984], [17.98379, -16.87609, -8.35476], [19.91160, -15.24765, -8.16479], [20.27366, -16.68109, -9.18018], [21.87253, -16.05128, -7.57489], [14.85602, -22.12596, -15.20119], [16.30893, -22.53366, -14.97261], [16.43487, -23.94255, -14.76937], [14.49983, -22.78619, -15.98997], [14.84154, -21.05711, -15.41864], [14.23194, -22.25487, -14.31353], [16.76481, -22.02638, -14.11325], [16.89188, -22.25878, -15.85167], [15.91070, -24.14589, -13.98726], [14.06606, -18.29308, -14.07946], [15.08706, -17.17535, -14.21650], [14.35882, -15.94987, -14.36487], [13.30592, -18.17648, -13.30702], [14.62824, -19.18133, -13.76410], [13.53309, -18.54736, -14.99574], [15.80150, -17.37777, -15.01414], [15.64629, -17.13479, -13.27412], [14.90751, -15.32974, -14.85817]],
  "lumo_energy_ha": 0.01278,
  "e_above_lowest_kj_mol": 333.8,
  "homo_ev": -10.0668,
  "smiles": "CC(C)O.CC(C)O.CC(C)O.CCO.CCO.CCO.CCO.CCO.CCO"
}

---

{
  "formula": "C21H61Cl4O22P3",
  "method": "the ωB97M-V functional and the def2-TZVPD basis",
  "species": ["C", "O", "P", "O", "O", "C", "O", "C", "H", "H", "H", "H", "H", "H", "H", "H", "H", "C", "O", "P", "O", "O", "C", "O", "C", "H", "H", "H", "H", "H", "H", "H", "H", "H", "C", "O", "P", "O", "O", "C", "O", "C", "H", "H", "H", "H", "H", "H", "H", "H", "H", "Cl", "C", "Cl", "H", "H", "Cl", "C", "Cl", "H", "H", "O", "C", "C", "O", "H", "H", "H", "H", "H", "H", "O", "C", "C", "O", "H", "H", "H", "H", "H", "H", "O", "C", "C", "O", "H", "H", "H", "H", "H", "H", "O", "C", "C", "O", "H", "H", "H", "H", "H", "H", "O", "C", "C", "O", "H", "H", "H", "H", "H", "H"],
  "coordinates": [[23.87063, -10.11664, 19.29765], [23.11362, -9.84054, 18.07776], [23.74092, -10.50558, 16.65348], [25.14936, -11.01300, 16.64947], [22.54463, -11.47735, 16.12079], [22.59338, -12.90938, 16.38234], [23.59117, -9.24891, 15.54248], [22.30681, -8.65041, 15.45945], [24.25843, -11.13360, 19.35682], [23.19505, -10.19236, 20.14968], [24.64781, -9.39274, 19.54272], [22.48203, -13.22001, 17.42118], [23.48185, -13.17231, 15.80824], [21.76272, -13.49250, 15.98479], [21.99822, -8.70702, 14.41558], [22.43235, -7.59116, 15.68378], [21.61500, -8.95731, 16.24387], [23.54634, -0.82794, 13.69959], [24.00798, -0.55617, 14.99720], [24.43309, -1.78244, 16.01919], [24.85083, -1.21365, 17.36354], [25.61612, -2.51983, 15.17818], [26.90745, -2.00331, 15.10018], [23.13971, -2.75105, 16.05070], [22.96059, -3.94085, 15.16594], [23.90753, -0.14727, 12.92867], [22.46151, -0.93344, 13.71108], [23.97465, -1.80486, 13.47534], [26.92195, -0.92415, 15.25277], [27.31095, -2.13698, 14.09648], [27.50681, -2.55047, 15.82783], [22.07630, -3.72708, 14.56559], [22.78323, -4.83836, 15.75850], [23.88656, -4.07562, 14.60692], [16.26987, -7.45090, 14.83123], [17.65630, -7.24537, 15.09993], [18.55240, -6.22871, 14.30591], [19.96858, -6.28383, 14.84133], [17.77100, -4.79735, 14.38147], [18.37215, -3.63483, 13.75919], [18.26755, -6.66106, 12.64956], [19.48999, -6.33823, 11.72606], [15.59404, -7.01639, 15.56781], [16.10879, -8.52705, 14.76757], [15.94491, -7.10136, 13.85128], [18.34963, -3.57536, 12.67105], [19.43911, -3.67610, 13.97828], [17.86328, -2.75802, 14.15963], [19.25378, -6.90818, 10.82746], [20.35012, -6.69284, 12.29398], [19.71449, -5.27581, 11.63144], [22.23588, -11.36195, 22.40769], [23.77680, -11.50468, 23.13967], [24.87310, -10.28363, 22.59613], [23.63959, -11.37878, 24.21364], [24.20565, -12.47720, 22.89802], [26.87433, -6.30999, 16.18898], [26.05928, -6.98861, 17.65182], [24.81993, -5.88939, 18.32462], [25.60599, -7.92504, 17.32669], [26.77767, -7.25493, 18.42712], [30.50781, -14.20200, 14.47205], [29.31786, -14.20849, 15.21933], [28.55166, -12.91692, 14.91954], [27.23331, -12.90360, 15.42467], [31.23878, -13.86311, 14.99400], [28.86711, -15.17958, 15.01466], [29.46461, -14.38126, 16.28551], [28.44300, -12.87731, 13.83569], [29.13986, -12.08165, 15.29962], [26.91201, -12.00223, 15.50147], [24.63141, -17.67625, 17.00928], [25.11082, -17.33359, 15.74698], [24.77748, -15.77958, 15.71542], [25.61902, -15.09847, 16.67461], [24.89683, -17.08453, 17.71710], [26.16341, -17.61609, 15.72851], [24.53376, -17.91725, 15.02972], [23.70841, -15.66481, 15.89427], [25.03506, -15.39945, 14.72686], [26.00429, -14.30363, 16.29860], [19.08991, -10.84752, 13.15280], [19.83370, -11.35015, 12.08367], [21.36065, -11.22821, 12.31274], [21.85688, -12.25578, 13.12914], [18.15535, -11.03284, 13.03514], [19.49630, -12.36606, 11.87826], [19.60086, -10.74869, 11.20496], [21.71910, -10.26668, 12.68028], [21.94626, -11.35196, 11.40178], [21.53080, -12.12993, 14.02325], [23.41134, -14.35380, 13.22234], [22.96158, -15.58537, 12.57979], [22.10393, -15.38383, 11.35118], [20.92533, -14.76847, 11.78561], [22.86035, -13.62467, 12.92843], [23.87263, -16.08038, 12.24354], [22.44124, -16.21124, 13.30480], [21.86902, -16.38756, 10.99702], [22.69923, -14.83799, 10.61921], [21.26185, -13.94241, 12.14054], [20.17974, -19.09716, 16.42825], [21.04544, -17.91959, 16.72004], [20.12281, -16.63979, 16.70844], [19.24696, -16.71070, 17.74828], [20.88333, -19.75027, 16.43155], [21.55150, -18.02556, 17.67962], [21.80828, -17.91626, 15.94148], [19.74479, -16.70539, 15.68820], [20.69976, -15.72046, 16.80880], [18.47705, -17.23223, 17.50989]],
  "lumo_energy_ha": 0.00843,
  "homo_ev": -9.5317,
  "smiles": "COP(=O)(OC)OC.COP(=O)(OC)OC.COP(=O)(OC)OC.ClCCl.ClCCl.OCCO.OCCO.OCCO.OCCO.OCCO"
}

---

{
  "formula": "C21H61N4O9",
  "method": "the ωB97M-V functional and the def2-TZVPD basis",
  "species": ["N", "H", "H", "H", "H", "C", "O", "H", "H", "H", "H", "C", "O", "H", "H", "H", "H", "C", "O", "H", "H", "H", "H", "C", "O", "C", "C", "N", "C", "C", "O", "C", "H", "H", "H", "H", "H", "H", "H", "H", "H", "H", "H", "H", "H", "H", "H", "C", "O", "C", "C", "N", "C", "C", "O", "C", "H", "H", "H", "H", "H", "H", "H", "H", "H", "H", "H", "H", "H", "H", "H", "C", "O", "C", "C", "N", "C", "C", "O", "C", "H", "H", "H", "H", "H", "H", "H", "H", "H", "H", "H", "H", "H", "H", "H"],
  "coordinates": [[25.27827, -31.98895, 44.21198], [25.11839, -32.97149, 44.39322], [24.67613, -31.47960, 44.90805], [24.88486, -31.71025, 43.34740], [26.31331, -31.79532, 44.12036], [28.97971, -34.39883, 44.80202], [28.44681, -33.32407, 45.33258], [29.23466, -34.29485, 43.75753], [28.34294, -35.30856, 44.92054], [29.97856, -34.82632, 45.29157], [29.14780, -32.87812, 45.72462], [27.72901, -29.73380, 42.19479], [26.41861, -29.67700, 42.71435], [28.07268, -28.73357, 42.40676], [27.87372, -29.87428, 41.16387], [28.31881, -30.34733, 42.81243], [25.92840, -28.93215, 42.15695], [22.23033, -30.49802, 42.53548], [22.33908, -31.28802, 43.71043], [22.97471, -30.83301, 41.66307], [22.32504, -29.43773, 42.55919], [21.40186, -30.47684, 42.11974], [21.39114, -31.80800, 43.67024], [28.65755, -31.81347, 38.34810], [28.36177, -32.27520, 39.57331], [27.07136, -32.78960, 39.91089], [27.09298, -33.54283, 41.23688], [25.76081, -33.85890, 41.47081], [25.52935, -34.82679, 42.50164], [24.01871, -35.08940, 42.90027], [24.01229, -35.19642, 44.27647], [22.73989, -35.34045, 44.77170], [28.60548, -32.68396, 37.65250], [29.60668, -31.51058, 38.13865], [27.88386, -31.20853, 38.24515], [26.57990, -33.32689, 39.05557], [26.39237, -31.83149, 40.17870], [27.46863, -33.04665, 41.88111], [27.63878, -34.38736, 41.04108], [25.42546, -34.20245, 40.65267], [26.21939, -34.69712, 43.24260], [25.80191, -35.82893, 42.27683], [23.59866, -35.95609, 42.50191], [23.36261, -34.12817, 42.78269], [22.64701, -35.24276, 45.98255], [22.21136, -36.34353, 44.53982], [22.05591, -34.61730, 44.35306], [19.26236, -31.88732, 47.70333], [20.38470, -31.03462, 47.40741], [21.46764, -31.69860, 46.73777], [22.49072, -32.15474, 47.78299], [23.52499, -33.01213, 47.07064], [24.50653, -33.30101, 48.08355], [25.48474, -34.20570, 47.50100], [26.35575, -34.47968, 48.54632], [27.36142, -35.45605, 48.23077], [19.57157, -32.61389, 48.41457], [18.92252, -32.41202, 46.92589], [18.63102, -31.15758, 48.19135], [21.68483, -31.07740, 45.91860], [21.12769, -32.46289, 46.23034], [22.06579, -32.85044, 48.36258], [22.99156, -31.40557, 48.08396], [23.00017, -33.82843, 46.88991], [23.92764, -33.63700, 49.02977], [24.98540, -32.34589, 48.61301], [26.30451, -33.75126, 46.61672], [24.95896, -35.04366, 47.08799], [27.76645, -35.90000, 49.25523], [28.16046, -35.12084, 47.47726], [26.80256, -36.23533, 47.48448], [22.43031, -25.46828, 46.15863], [22.90728, -26.73207, 45.61931], [24.12588, -27.15371, 46.15576], [24.28784, -28.59268, 45.59962], [25.55618, -29.28329, 45.78088], [25.66222, -29.70531, 47.20864], [26.95881, -30.30790, 47.63566], [26.82835, -30.76212, 49.00196], [28.07012, -31.31840, 49.53644], [22.41315, -25.61540, 47.38522], [21.46197, -24.98740, 45.73595], [23.29894, -24.82647, 45.92518], [24.02947, -27.25532, 47.05439], [25.22979, -26.58321, 45.93021], [24.27274, -28.62001, 44.38448], [23.50287, -29.23330, 45.93372], [26.15167, -28.64083, 45.53529], [24.94675, -30.47798, 47.38159], [25.48110, -28.79984, 47.73072], [27.61502, -29.47804, 47.59935], [27.19003, -31.19391, 47.01650], [27.87565, -31.59739, 50.54766], [29.00160, -30.58702, 49.40618], [28.07166, -32.20779, 49.14027]],
  "lumo_energy_ha": -0.07059,
  "e_above_lowest_kj_mol": 245.6,
  "homo_ev": -11.4808,
  "total_charge": 1
}